1.
Formula: C29H56IrN5O4S2Si
Source: the Open Molecules 2025 dataset
Level of theory: the ωB97M-V functional and the def2-TZVPD basis

The calculation puts the LUMO energy (spin up / spin down) at -10.1974 / -11.6273 eV. As for the expectation value of S²: 0.757. The value obtained for the frontier orbital gap (spin up / spin down) is 6.0 / 4.6 eV. The value obtained for the energy relative to the best compared isomer or geometry (same formula, charge and spin) is 28.7 kcal/mol.

The geometry in ORCA input format:
```
! wB97M-V def2-TZVPD RIJCOSX def2/J DEFGRID3
* xyz 3 2
Ir -0.4609 1.1277 0.9908
C -3.1356 2.6392 1.8796
C -2.2247 3.5699 1.0728
N -0.8113 3.3413 1.4068
C -0.3950 3.7555 2.7635
C 0.6141 2.7822 3.3656
N 0.2563 1.3725 3.1342
C -0.7514 0.7980 4.0418
C -2.1488 1.3183 3.7550
N -2.4166 1.4161 2.2992
H -3.5382 3.1489 2.7544
H -3.9852 2.3851 1.2478
H -2.3350 3.3585 0.0099
H -2.5207 4.6101 1.2347
H -0.2311 3.8075 0.7146
H 0.0817 4.7366 2.7359
H -1.2755 3.8449 3.3930
H 1.5794 2.9455 2.8858
H 0.7260 2.9910 4.4326
H 1.1087 0.8198 3.2340
H -0.7298 -0.2851 3.9172
H -0.5084 1.0210 5.0849
H -2.8626 0.6503 4.2385
H -2.2813 2.2956 4.2100
H -2.9605 0.6037 2.0278
C -0.6504 -2.1517 0.8378
C 0.8299 -2.0505 0.5019
C 1.6640 -2.8353 1.5053
C 1.0972 -2.5228 -0.9216
O 1.1714 -0.6129 0.5823
Si 2.6830 0.0594 0.5873
S 1.8497 2.0862 0.4626
O 3.2783 -0.2035 2.0301
C 4.4329 0.0761 2.8737
C 5.4052 0.9874 2.1432
C 5.0794 -1.2608 3.2156
C 3.8857 0.7412 4.1313
O 3.6008 -0.2118 -0.6782
C 3.9517 0.4593 -1.9217
C 4.9216 1.5917 -1.6188
C 4.6020 -0.5877 -2.8224
C 2.6883 0.9843 -2.5925
H -0.9696 -3.1920 0.7947
H -1.2423 -1.5792 0.1166
H -0.8398 -1.7802 1.8497
H 1.3762 -3.8849 1.4979
H 1.5256 -2.4471 2.5147
H 2.7231 -2.7721 1.2528
H 0.8362 -3.5748 -1.0258
H 2.1534 -2.4069 -1.1642
H 0.5091 -1.9433 -1.6345
H 5.8379 0.4766 1.2829
H 6.2118 1.2791 2.8133
H 4.8964 1.8930 1.7990
H 5.4591 -1.7434 2.3153
H 4.3573 -1.9229 3.6930
H 5.9094 -1.0951 3.9003
H 3.4565 1.7192 3.8923
H 4.6918 0.8888 4.8475
H 3.1284 0.1072 4.5975
H 5.8636 1.2105 -1.2280
H 4.4900 2.2780 -0.8845
H 5.1281 2.1497 -2.5305
H 5.4849 -1.0017 -2.3374
H 4.9006 -0.1272 -3.7624
H 3.9043 -1.3983 -3.0327
H 2.1986 1.7281 -1.9391
H 1.9874 0.1719 -2.7910
H 2.9360 1.4795 -3.5291
C -4.9342 2.1722 -2.1914
C -5.4924 0.7847 -1.8941
C -4.5137 -0.1035 -1.1215
N -3.4652 -0.6513 -1.9792
C -2.2230 -0.2597 -2.0864
S -1.5725 1.1162 -1.2338
N -1.3661 -0.8445 -2.9472
C -1.5252 -1.7490 -4.0734
O -0.6817 -1.6521 -4.9163
C -2.6234 -2.7338 -4.0909
C -2.9921 -3.4657 -2.9583
C -3.9174 -4.4916 -3.0717
C -4.4616 -4.8076 -4.3104
C -4.1015 -4.0789 -5.4366
C -3.1690 -3.0605 -5.3356
H -5.6936 2.7815 -2.6777
H -4.0687 2.1278 -2.8542
H -4.6464 2.6795 -1.2670
H -5.7691 0.2838 -2.8243
H -6.3996 0.8742 -1.2955
H -5.0435 -0.9551 -0.6925
H -4.0374 0.4606 -0.3199
H -3.7715 -1.3750 -2.6284
H -0.4806 -0.3631 -3.0416
H -2.5124 -3.2801 -2.0028
H -4.2069 -5.0511 -2.1925
H -5.1519 -5.6355 -4.3970
H -4.5317 -4.3173 -6.3993
H -2.8466 -2.5204 -6.2157
*
```

Results of the Löwdin charge analysis, in e, for atoms 1 through 2:
1 Ir 0.99
2 C -0.15


2.
Formula: C5H11NO
Source: the Open Molecules 2025 dataset
Level of theory: the ωB97M-V functional and the def2-TZVPD basis

The calculation puts the LUMO energy at 0.6411 eV. The value obtained for the frontier orbital gap is 10.2 eV. The value obtained for the energy relative to the best compared isomer or geometry (same formula, charge and spin) is 165.0 kcal/mol.

The geometry in ORCA input format:
```
! wB97M-V def2-TZVPD RIJCOSX def2/J DEFGRID3
* xyz 0 1
C 1.1841 0.4457 0.3440
C 0.0763 1.3311 -0.1096
C -1.3216 0.7126 0.2480
C -1.2308 -0.7675 -0.5784
C 0.7428 -0.7575 0.8980
H 0.9290 -0.4354 -1.2943
H 1.9318 1.0115 1.0518
H -0.0729 2.5416 0.3477
H 0.2910 1.3845 -1.2370
H -1.1473 0.6379 1.3590
H -2.4424 1.0210 -0.1066
H -1.1173 -0.5549 -1.6527
H -2.3254 -1.2530 -0.5342
H 0.6677 -1.7884 -0.9251
H 0.2060 -0.5788 1.7674
H 1.8329 -1.2331 1.0420
N -0.0829 -1.6599 0.2157
O 1.8790 -0.0574 -0.8358
*
```

Results of the natural (NBO) charge analysis, in e, for atoms 1 through 2:
1 C 0.02
2 C -0.44


3.
Formula: C7H7Cl3N4SScSi
Source: the Open Molecules 2025 dataset
Level of theory: the ωB97M-V functional and the def2-TZVPD basis

The calculation puts the LUMO energy at -4.6863 eV. The value obtained for the frontier orbital gap is 7.1 eV. The value obtained for the energy relative to the best compared isomer or geometry (same formula, charge and spin) is 0.0 kcal/mol.

The geometry in ORCA input format:
```
! wB97M-V def2-TZVPD RIJCOSX def2/J DEFGRID3
* xyz 1 1
Sc -1.2201 0.5706 0.4328
N 0.1835 0.2701 4.7553
C -0.0639 0.2398 3.4437
S -1.5541 0.9959 2.9129
N 0.8555 -0.3496 2.7066
N 0.5851 -0.3033 1.3820
C 1.4397 -0.8517 0.6025
C 1.2188 -0.7920 -0.8437
C 2.0548 -1.4393 -1.7322
C 1.7748 -1.3708 -3.0883
C 0.6644 -0.6634 -3.5185
C -0.1244 -0.0420 -2.5729
N 0.1483 -0.0903 -1.2652
H -0.4637 0.7028 5.3890
H 1.0263 -0.1531 5.1065
H 2.3086 -1.3543 1.0123
H 2.9051 -1.9931 -1.3570
H 2.4146 -1.8728 -3.8021
H 0.4071 -0.5949 -4.5657
H -1.0058 0.5141 -2.8658
Cl -2.9234 -0.7920 -0.1924
Si -2.9937 2.6412 -0.3419
Cl -2.8680 3.6631 -2.0873
Cl -4.7695 3.0650 0.4891
*
```

Results of the natural (NBO) charge analysis, in e, for atoms 1 through 2:
1 Sc 1.34
2 N -0.75


4.
Formula: C34H76F5N2O5P
Source: the Open Molecules 2025 dataset
Level of theory: the ωB97M-V functional and the def2-TZVPD basis

The calculation puts the LUMO energy at 0.6779 eV. The value obtained for the frontier orbital gap is 8.4 eV. The SMILES is CCCCCCCCCCCCCC[C@H](NC(F)(F)C(F)(F)F)[C@@](CN)(OCCCCC)P(C)C.CCO.CCO.CCO.CCO. The value obtained for the energy relative to the best compared isomer or geometry (same formula, charge and spin) is 0.0 kcal/mol.

The geometry in ORCA input format:
```
! wB97M-V def2-TZVPD RIJCOSX def2/J DEFGRID3
* xyz 0 1
C -5.1139 -0.2064 -0.0674
C -4.8239 0.6905 -1.2779
C -4.6720 -0.0950 -2.6065
C -3.1985 -0.2768 -2.9501
C -2.3704 -1.0319 -1.8887
C -1.5380 -2.1816 -2.4638
C -0.2310 -2.4500 -1.6949
C -0.2123 -3.8418 -1.0559
C 0.4511 -3.9486 0.3051
C 1.9129 -3.4949 0.3386
C 2.5208 -3.5835 1.7382
C 2.7109 -2.2779 2.5336
C 1.6262 -1.2052 2.3877
C 1.9924 -0.1568 1.2987
C 1.7284 1.2887 1.7277
N 0.3556 1.7008 1.3204
C -0.5839 1.7472 2.3619
F -0.1468 2.5533 3.3563
F -0.8188 0.5287 2.9503
C -1.9851 2.2843 1.8441
F -2.9955 1.4745 2.2366
F -2.0127 2.3824 0.4966
F -2.2186 3.5271 2.3569
C 2.8529 2.3217 1.2869
C 3.9068 2.3437 2.4220
N 4.5766 1.0527 2.5397
O 3.6155 1.8989 0.1672
C 3.1917 2.2327 -1.1396
C 1.9376 1.5898 -1.6632
C 1.8571 1.8498 -3.1936
C 1.6575 0.5768 -3.9837
C 2.9028 -0.3191 -3.9881
P 2.3566 4.1329 1.1694
C 1.7669 4.6739 2.8197
C 0.9482 4.4536 0.0465
H -4.2032 -0.4910 0.4506
H -5.7787 0.2612 0.6518
H -5.5778 -1.1283 -0.4066
H -5.5729 1.4703 -1.3642
H -3.8747 1.1933 -1.0965
H -5.1859 -1.0427 -2.4861
H -5.1108 0.5056 -3.3983
H -2.7347 0.6939 -3.0979
H -3.1208 -0.8465 -3.8734
H -1.6730 -0.3342 -1.4270
H -2.9916 -1.4208 -1.0904
H -2.1426 -3.0840 -2.4758
H -1.3203 -1.9372 -3.4980
H 0.5786 -2.4092 -2.4172
H -0.0486 -1.6717 -0.9570
H -1.2493 -4.1586 -0.9585
H 0.2586 -4.5505 -1.7348
H -0.1496 -3.4163 1.0444
H 0.4358 -5.0005 0.5910
H 2.4583 -4.1794 -0.3102
H 2.0282 -2.5129 -0.1176
H 1.9478 -4.2807 2.3466
H 3.5137 -4.0116 1.6285
H 3.6891 -1.8679 2.2994
H 2.7488 -2.5732 3.5811
H 0.6980 -1.7107 2.1302
H 1.4922 -0.7262 3.3514
H 3.0309 -0.3034 1.0530
H 1.4153 -0.4068 0.4078
H 1.7499 1.2920 2.8111
H 0.0132 1.0320 0.6390
H 3.4659 2.6092 3.3740
H 4.6046 3.1402 2.1562
H 5.3767 1.0139 1.9261
H 4.9289 0.9510 3.4808
H 3.1634 3.3131 -1.2790
H 3.9936 1.8828 -1.7899
H 1.0436 2.0192 -1.2252
H 1.9836 0.5164 -1.5205
H 1.0395 2.5365 -3.3996
H 2.7673 2.3408 -3.5357
H 0.8210 0.0103 -3.5940
H 1.4266 0.8383 -5.0145
H 2.9149 -0.9068 -4.9016
H 3.8171 0.2692 -3.9887
H 2.9346 -1.0074 -3.1520
H 1.8328 3.9180 3.5916
H 0.7112 4.9125 2.7274
H 2.2619 5.5828 3.1287
H 0.0030 4.0107 0.3482
H 0.8153 5.5321 0.0433
H 1.1510 4.1510 -0.9726
C -1.0120 6.6078 6.5890
C -0.7056 7.4974 5.3983
O -0.1071 6.7675 4.3295
H -0.1012 6.1269 6.9466
H -1.4493 7.1825 7.4065
H -1.7140 5.8185 6.3102
H 0.0071 8.2729 5.6736
H -1.6187 7.9863 5.0424
H -0.7285 6.0841 4.0617
C -4.9602 -5.5348 -4.3964
C -4.8675 -4.0728 -3.9996
O -4.6157 -3.2432 -5.1321
H -4.0348 -5.8553 -4.8753
H -5.1434 -6.1691 -3.5274
H -5.7717 -5.6894 -5.1114
H -4.0512 -3.9101 -3.2982
H -5.7926 -3.7465 -3.5110
H -5.3489 -3.3619 -5.7416
C 6.8906 0.2387 -0.6036
C 6.1326 -0.3303 -1.7861
O 4.9913 -1.0691 -1.3581
H 7.2046 -0.5615 0.0678
H 7.7710 0.8019 -0.9165
H 6.2280 0.9051 -0.0450
H 6.7555 -1.0187 -2.3549
H 5.8152 0.4757 -2.4586
H 4.4258 -0.4686 -0.8580
C -5.5121 -4.6931 1.4798
C -4.1930 -4.6801 0.7297
O -3.8556 -3.3729 0.2716
H -6.3133 -4.3152 0.8440
H -5.7688 -5.7020 1.8055
H -5.4604 -4.0503 2.3615
H -4.2519 -5.3079 -0.1585
H -3.3879 -5.0656 1.3646
H -3.7842 -2.7996 1.0403
*
```

Results of the Löwdin charge analysis, in e, for atoms 1 through 2:
1 C -0.11
2 C -0.24